Version P
78
Properties=species:S:1:pos:R:3 method="wB97M-V/def2-TZVPD" homo_lumo_gap_ev=6.4568 homo_ha=-0.1681 e_lumo_ev=1.88 charge=-1
Ba 0.41728 -0.13632 0.35076
I -2.09521 -5.77122 -1.41837
Se -1.26323 -0.74868 3.22646
Se -3.03635 -3.36638 2.21843
Cl 6.85088 1.62808 -2.42207
Cl 7.28969 3.18639 0.24680
Cl 2.41995 1.54459 1.93418
Cl 4.18931 0.05926 -2.89946
Cl 5.04487 3.16113 2.41610
F -1.53965 1.69908 1.67213
F -6.33539 -0.24443 0.04247
F 3.46345 -1.86976 1.56518
F 2.17249 -1.67245 3.45693
F 1.16522 -1.91786 1.40057
F 2.27971 -3.69241 2.35829
F -4.34069 -0.33515 -1.64944
F -3.61241 1.70895 3.33621
O 2.27338 0.30231 -0.69064
N 0.16238 -2.11115 -1.33044
N 0.09725 2.35312 -2.25448
N -1.63736 0.58447 -0.76740
C 0.22395 3.72581 -1.78976
C -5.03943 0.71415 1.74816
C -3.79199 1.18875 2.10842
C 1.29334 2.79572 -4.45841
C -1.63188 0.59450 -2.21460
C -0.04829 -4.24968 -3.08125
C 4.81809 2.30537 0.93932
C -0.20891 0.25934 4.51171
C -4.13143 -2.88393 3.75314
C -1.32969 -3.65032 3.14628
C 1.13336 1.94216 -3.19418
C 4.43369 0.93970 -1.43509
C 3.37996 0.90324 -0.48497
C 5.61714 1.62749 -1.21977
C -2.77362 0.64173 -0.08182
C -4.08980 0.20849 -0.42986
C 0.89396 -2.15249 -2.44072
C 0.81615 -3.19854 -3.34597
C -0.79256 -4.20443 -1.91395
C 1.51652 3.95324 -1.01349
C -0.90169 -2.49892 4.03610
C -1.24630 1.99541 -2.70014
C 3.64292 1.60612 0.72157
C -5.14281 0.23569 0.45311
C -0.66114 -3.11695 -1.06558
C 5.81907 2.32688 -0.03096
C -2.73075 1.16783 1.24165
B 2.33013 -2.31343 2.22300
H 1.56712 -1.31411 -2.59459
H -3.82459 -1.90639 4.11940
H -0.61477 0.10234 5.50891
H 0.15860 4.45469 -2.61595
H -5.87831 0.71539 2.42607
H -1.43276 -4.56477 3.72949
H -5.15872 -2.83962 3.40018
H 0.35299 2.88908 -5.00502
H -1.43224 -2.52234 4.98882
H -0.60044 -3.82337 2.35504
H 0.90997 0.91426 -3.48913
H -0.62064 3.91610 -1.12559
H 2.02268 2.32004 -5.11616
H 2.08555 1.91398 -2.66494
H 1.60528 3.20310 -0.22622
H 0.17047 -2.54483 4.22591
H 2.39450 3.88334 -1.65853
H 1.50725 4.94592 -0.56123
H -1.96459 2.69808 -2.27305
H 1.42748 -3.19809 -4.23811
H 0.82826 -0.06543 4.46039
H -0.88315 -0.11574 -2.58429
H -0.13872 -5.08383 -3.76351
H -4.03626 -3.64301 4.52676
H -1.23691 -3.04662 -0.14957
H -1.34922 2.04403 -3.79671
H -0.29137 1.31070 4.24377
H -2.58784 0.33465 -2.67032
H 1.65682 3.79789 -4.22600

=====

Version Q
78
Properties=species:S:1:pos:R:3 method="wB97M-V/def2-TZVPD" homo_lumo_gap_ev=6.3382 homo_ha=-0.1632 e_lumo_ev=1.90 charge=-1
Ba -0.09310 0.38790 -0.22020
I -6.63290 -0.51040 2.66230
Se -1.62410 3.34460 -0.99810
Se 2.01000 2.15090 -1.78820
Cl -4.61980 -1.83290 -5.84460
Cl -4.59530 -2.39180 -2.77590
Cl -0.50300 1.58760 -5.18770
Cl -2.51090 0.11170 -7.05650
Cl -2.60930 -0.92300 -0.95640
F 3.90700 -1.40990 2.24910
F -0.18040 3.06700 3.00690
F 1.68130 3.46420 1.80650
F 1.68680 1.85510 3.41190
F 0.53280 1.53780 1.47080
F 3.62550 -1.96750 4.83010
F -1.06110 -2.12780 4.39910
F -0.85220 -1.67330 1.74330
O -0.82300 0.89880 -2.33870
N 1.48150 -1.37340 0.52500
N 1.24430 -1.88300 -2.29990
N -2.53310 0.67220 2.06130
C -0.50860 -3.61040 -1.89490
C 1.82410 -0.97260 -3.27380
C -3.47520 -1.28320 -3.45970
C 1.52540 -1.57100 1.82780
C 2.26580 -2.49830 -1.46820
C -4.60110 -0.01800 2.98680
C 1.19550 3.91380 -1.57130
C -1.62390 0.30380 -3.11350
C 0.17230 -1.96090 3.85510
C -3.47260 -1.05140 -4.83100
C -2.73920 0.29660 4.40770
C -0.19230 3.99200 -2.16910
C 0.31660 -2.82450 -2.91020
C -2.54150 -0.15910 -5.35740
C 2.64490 -1.64360 2.71260
C 2.56220 -1.60520 -4.45960
C -2.58350 -0.62830 -2.63430
C -2.01070 0.64500 3.27810
C 0.28920 -1.72710 2.51150
C 2.51480 -1.89200 4.05930
C 1.28510 -2.06640 4.67470
C 2.64850 -1.59850 -0.28370
C -4.06790 -0.06320 4.26200
C 3.59030 2.54630 -0.71130
C -3.80970 0.36050 1.91640
C -1.38820 4.67350 0.40510
C -1.65150 0.49300 -4.52370
B 0.95150 2.50730 2.47490
H -1.35030 5.67040 -0.03040
H -0.43950 5.02870 -2.42030
H 3.45610 -2.10810 0.24730
H 4.16910 1.63270 -0.61140
H -0.36330 -2.22950 -3.52950
H 3.37310 -2.25640 -4.13770
H 3.17660 -2.72940 -2.04130
H 0.04350 -4.45940 -1.49940
H 4.18350 3.31460 -1.21120
H -2.27280 0.29030 5.38000
H 1.87660 -3.43220 -1.06370
H 0.83460 -3.53970 -3.57140
H 1.20000 -2.24270 5.73110
H 1.03320 -0.33160 -3.66790
H -4.21270 0.41160 0.91360
H 2.52610 -0.32840 -2.73830
H -2.23630 4.58620 1.07790
H 3.27540 2.88870 0.26820
H 2.99350 -0.81480 -5.06570
H -0.78250 -2.96690 -1.06410
H -0.48280 4.45950 0.96090
H 1.86360 4.62520 -2.06960
H -0.26270 3.38680 -3.07400
H 3.03970 -0.64830 -0.67250
H 1.19320 4.13600 -0.50390
H -1.41420 -3.98470 -2.36930
H -0.96970 0.90850 3.35760
H 1.88400 -2.17880 -5.08740
H -4.66110 -0.37070 5.11150

=====

The most stable of them is version Q.

=====

Version P
66
Properties=species:S:1:pos:R:3 method="wB97M-V/def2-TZVPD" homo_lumo_gap_ev=8.8948 homo_ha=-0.3010 e_lumo_ev=0.70 smiles="COc1cc(CN(C(=S)NCC(=O)NC2CCCC2)C2CCCC2)cc(OC)c1OC"
S 0.72540 3.12187 1.03191
O -0.52331 -2.83747 -4.78249
O -0.20005 -4.46180 -2.36565
O 3.12219 -0.70370 0.98150
O 0.05664 -3.15705 -0.01489
N 2.64843 1.01067 2.38094
N -0.41651 1.88154 -0.99973
N 1.84366 1.49733 -0.71747
C 2.96454 0.48598 1.19183
C 0.79526 0.81512 5.34434
C -0.42314 -0.95416 -3.46358
C -3.57692 3.62388 -1.52695
C -2.06615 3.71931 -1.33608
C -0.15526 -0.99788 -1.08924
C 0.87594 0.25558 3.92125
C -2.86936 1.46468 -0.75007
C 0.70801 2.10095 -0.28438
C -1.68537 2.43789 -0.56698
C -0.50128 -4.22340 -5.04811
C -0.40309 -2.34950 -3.52138
C 0.41111 -2.53674 1.20224
C 3.10800 0.80804 4.77912
C -0.35961 1.23756 -2.29387
C 2.05438 1.66655 5.47271
C 3.06560 1.51799 0.05744
C -0.11385 -2.38575 -1.11921
C 2.37904 0.21807 3.56109
C -0.25940 -3.08069 -2.33750
C -3.80964 2.13263 -1.75562
C -0.31223 -0.27794 -2.26623
C -1.21051 -5.14443 -1.64998
H 0.82698 0.00175 6.07096
H -1.37918 -4.72767 -4.63651
H 0.41898 -0.72940 3.84281
H 0.51194 1.61369 -2.84628
H -0.11623 1.38705 5.50837
H 1.33853 -1.96606 1.10320
H -0.52048 -4.30072 -6.13548
H 1.92216 2.60848 4.93852
H -0.53686 -0.42044 -4.39375
H 3.21947 2.52504 0.44834
H -4.84773 1.84313 -1.60111
H -3.53462 1.86471 -2.77773
H -3.93047 4.23730 -2.35421
H -1.76476 4.61278 -0.79288
H 3.98963 1.37200 4.47889
H -1.24590 1.54298 -2.85351
H -1.14001 -4.96429 -0.57617
H 2.30933 1.88793 6.50767
H -0.07209 -0.48045 -0.14743
H 3.42365 0.00215 5.44210
H 1.73515 0.67003 -1.28853
H 0.36316 0.92400 3.22808
H -1.04919 -6.20166 -1.85445
H -4.08779 3.94216 -0.61740
H -1.56556 3.73164 -2.30595
H 0.40220 -4.69503 -4.65928
H -1.56126 2.67439 0.49287
H 0.56471 -3.35344 1.90588
H 2.36469 1.98340 2.41646
H -3.38087 1.34256 0.20482
H -2.20728 -4.85178 -2.00138
H 2.72196 -0.79333 3.33033
H -0.39214 -1.89026 1.57125
H -2.54051 0.48057 -1.07870
H 3.88788 1.24170 -0.60475

=====

Version Q
66
Properties=species:S:1:pos:R:3 method="wB97M-V/def2-TZVPD" homo_lumo_gap_ev=9.7247 homo_ha=-0.3341 e_lumo_ev=0.63 smiles="CCCCNC(=O)C1CCN(C(=O)C2CCN(S(=O)(=O)c3ccc(C)cc3)CC2)CC1"
S -3.41364 -1.09216 0.22970
O -2.99091 -0.91494 1.59124
O -3.13995 -2.34945 -0.40371
O 5.22779 -1.17417 -1.45516
O 0.74208 1.76912 1.97841
N 2.03608 1.98431 0.16253
N -2.83244 0.10789 -0.79560
N 6.86065 0.15239 -0.64279
C -7.21889 -0.05891 1.12380
C 3.35996 0.88980 -1.58034
C 7.25429 -1.80407 1.60778
C -1.60072 -0.20638 -1.48553
C 7.90388 -0.84711 -0.67616
C 5.58244 -0.11184 -0.99028
C -5.86544 -0.32828 1.23614
C 4.62498 1.05172 -0.73940
C 4.23382 1.07980 0.74347
C 0.84250 1.75541 0.76636
C -7.14496 -0.63670 -1.20230
C 3.20872 2.18475 0.99029
C 6.63503 -3.08225 1.05511
C -7.87252 -0.20884 -0.09447
C -5.16462 -0.74813 0.12322
C -9.34125 0.05870 -0.21174
C -5.79300 -0.90633 -1.09687
C -0.36572 1.49209 -0.12776
C -2.86728 1.43576 -0.22094
C -1.65562 1.73366 0.66007
C -0.36989 0.03618 -0.61156
C 2.34661 1.98645 -1.24749
C 8.37221 -1.24659 0.72525
H -7.77385 0.26997 1.99018
H 0.53113 -0.20252 -1.17785
H 7.48997 -1.70763 -1.20280
H 7.40501 -3.82316 0.85063
H -1.55557 0.41208 -2.39001
H 5.10871 1.25148 1.37368
H 2.93414 -0.09322 -1.37431
H -9.58289 0.47682 -1.18604
H 6.08690 -2.88296 0.13836
H 3.64822 3.16201 0.75401
H 3.79658 0.11762 1.01651
H 1.44938 1.85075 -1.84626
H 9.15775 -1.99659 0.61759
H -0.41995 -0.62396 0.25656
H -1.69664 2.76614 1.01030
H 2.78100 2.96445 -1.49989
H -9.67602 0.74418 0.56248
H 5.12439 1.99236 -1.00012
H 8.75342 -0.45838 -1.24833
H 6.47256 -1.05033 1.72537
H 2.87952 2.18180 2.03048
H -1.67046 1.07632 1.52963
H 3.60934 0.93026 -2.64163
H -5.33973 -0.22361 2.17242
H -0.35079 2.17030 -0.98865
H -9.89543 -0.87353 -0.10088
H 5.93928 -3.50149 1.77795
H 8.81111 -0.37287 1.21585
H 7.67069 -2.00285 2.59831
H -2.92166 2.15249 -1.04972
H -7.64613 -0.75896 -2.15140
H -5.21275 -1.24396 -1.94034
H -3.78896 1.50853 0.35966
H -1.66755 -1.25625 -1.77261
H 7.08440 1.03246 -0.20577

=====

The most stable of them is version Q.

=====

Version P
10
Properties=species:S:1:pos:R:3 method="wB97M-V/def2-TZVPD" homo_lumo_gap_ev=10.1572 homo_ha=-0.3341 e_lumo_ev=1.07 smiles="C=C=CC"
C 0.08515 -0.34829 0.68306
C 1.02801 0.80521 0.89146
C -0.46168 -0.59659 -0.47622
C -1.21405 -0.69087 -1.53781
H -2.24261 -0.40339 -1.36045
H 1.30785 1.23162 -0.07690
H 0.61501 1.60051 1.52028
H -0.10764 -1.02416 1.51196
H -0.94422 -1.00783 -2.54045
H 1.93419 0.43380 1.38506

=====

Version Q
10
Properties=species:S:1:pos:R:3 method="wB97M-V/def2-TZVPD" homo_lumo_gap_ev=6.8575 homo_ha=-0.2643 e_lumo_ev=-0.33
C -1.15604 -0.48711 -0.29790
C -1.00820 0.82261 0.18726
C 0.16418 0.60171 0.75665
C 1.45142 -0.10963 0.20927
H -1.37350 -1.30759 0.36513
H 1.41969 0.15558 -0.87508
H 2.32256 0.36174 0.65902
H -1.57866 1.65285 -0.19723
H -1.77379 -0.54296 -1.22753
H 1.53236 -1.14720 0.42041

=====

The most stable of them is version P.

=====

Version P
10
Properties=species:S:1:pos:R:3 method="wB97M-V/def2-TZVPD" homo_lumo_gap_ev=10.1022 homo_ha=-0.3290 e_lumo_ev=1.15 smiles="C=CC=C"
C -0.07969 -0.44938 0.61075
C 1.38689 0.84599 -0.96989
C 0.17439 0.34865 -0.63475
C -1.32928 -0.79044 0.90798
H -1.64790 -1.28769 1.84718
H 2.13601 0.77001 -0.22619
H 1.47279 1.28990 -1.92874
H 0.74694 -0.85024 1.27127
H -0.74665 0.48232 -1.20328
H -2.11349 -0.35910 0.32568

=====

Version Q
10
Properties=species:S:1:pos:R:3 method="wB97M-V/def2-TZVPD" homo_lumo_gap_ev=10.6608 homo_ha=-0.3523 e_lumo_ev=1.07 smiles=C#CCC
C 0.23456 0.21699 0.60128
C -1.11107 -0.31739 0.40871
C 1.25750 -0.15052 -0.50194
C -2.24401 -0.33594 -0.00223
H 0.78770 -0.27304 -1.48115
H 2.06878 0.57523 -0.61792
H -0.25047 1.21485 0.63770
H 0.68407 0.14349 1.59176
H 1.74948 -1.10416 -0.27600
H -3.17655 0.03051 -0.36021

=====

The most stable of them is version P.

=====

Version P
10
Properties=species:S:1:pos:R:3 method="wB97M-V/def2-TZVPD" homo_lumo_gap_ev="8.7915 / 8.0116" homo_ha="-0.3043 / -0.2783" e_lumo_ev="0.51 / 0.44"
C -1.05229 -0.26366 -0.15666
C 0.00107 0.85794 0.00057
C 0.05139 -0.59201 0.64436
C 1.21445 0.00444 -0.06233
H 1.61356 -0.37464 -1.08261
H -0.00170 -0.78588 1.77675
H 2.08624 0.42068 0.48235
H -2.06364 -0.21170 0.25315
H -1.59682 -0.97234 -2.09807
H -0.25225 1.91717 0.24249

=====

Version Q
10
Properties=species:S:1:pos:R:3 method="wB97M-V/def2-TZVPD" homo_lumo_gap_ev="7.3862 / 7.8724" homo_ha="-0.2984 / -0.3168" e_lumo_ev="-0.73 / -0.75"
C -1.01242 0.06262 -0.48283
C 1.27185 -0.03580 0.68608
C -1.75380 -1.11105 -0.19702
C 0.10342 0.63022 0.05433
H 0.22468 1.69858 -0.14622
H 1.15485 -1.11891 0.72719
H 2.16548 0.19617 0.08766
H -1.31544 0.72104 -1.29759
H 1.46579 0.36241 1.68664
H -2.30440 -1.40530 -1.11824

=====

The most stable of them is version Q.